ORCA calculation (wB97M-V/def2-TZVPD) on a structure of composition C27H41BrF4N4O4RuSi.

Each line ends with the Mulliken charge.
Geometry (Å):
Ru: 1.72 0.19 -1.07  0.2910
C: 0.25 2.69 -2.03  -1.3646
N: 1.34 1.77 -2.43  0.8914
C: 1.00 1.12 -3.72  -0.8013
C: 2.61 2.55 -2.57  -0.9612
C: 3.80 1.61 -2.53  -0.7714
N: 3.55 0.69 -1.42  0.4514
C: 4.58 0.12 -0.68  -0.6063
C: 4.22 -0.62 0.46  0.7733
F: 2.88 -0.76 0.71  -0.0561
C: 5.13 -1.20 1.31  -0.2487
F: 4.69 -1.87 2.36  -0.2631
C: 6.48 -1.07 1.06  -0.4250
C: 6.87 -0.36 -0.06  0.0610
F: 8.16 -0.23 -0.35  -0.2622
C: 5.96 0.23 -0.92  0.5923
F: 6.42 0.87 -1.99  -0.2914
H: 0.18 3.51 -2.74  0.3497
H: 0.44 3.08 -1.03  0.3002
H: -0.69 2.14 -2.01  0.3596
H: 0.63 1.89 -4.41  0.4119
H: -0.84 0.42 -3.66  0.3548
H: 1.90 0.67 -4.13  0.3674
H: 2.65 3.22 -1.71  0.4062
H: 2.58 3.16 -3.48  0.3424
H: 4.71 2.19 -2.39  0.4998
H: 3.92 1.04 -3.46  0.4103
H: 7.22 -1.52 1.71  0.5464
O: -0.06 -5.28 -3.81  -0.4531
C: 1.22 -5.18 -3.40  0.5773
O: 1.99 -6.09 -3.55  -0.4959
C: 1.68 -3.92 -2.77  -0.1930
C: 3.01 -3.70 -2.50  -0.2715
N: 3.15 -2.49 -1.95  0.0268
N: 1.95 -1.85 -1.78  0.8145
C: 1.03 -2.74 -2.29  0.4549
C: -0.31 -2.50 -2.24  -0.5496
O: -1.46 -2.38 -2.24  -0.3157
O: 0.06 0.10 -3.51  -0.3905
H: -0.55 -4.45 -3.74  0.2950
H: 3.85 -4.35 -2.69  0.5622
H: 4.00 -2.07 -1.60  -0.0910
C: -1.42 -2.03 2.80  -1.6237
C: -1.92 -0.62 3.16  2.6858
C: -0.83 0.03 4.02  -1.9052
C: -3.19 -0.77 4.03  -1.7067
Si: -2.43 0.45 1.69  -2.3102
Br: -0.52 -0.07 0.12  0.3617
C: -2.24 2.33 1.88  2.7214
C: -2.76 3.11 0.66  -1.7990
C: -0.80 2.79 2.15  -1.6191
C: -3.11 2.73 3.10  -1.7176
C: -3.86 -0.18 0.61  2.6721
C: -3.94 -1.71 0.58  -1.9815
C: -5.14 0.37 1.28  -1.7422
C: -3.85 0.30 -0.85  -1.4897
H: -1.22 -2.56 3.74  0.5391
H: -0.48 -2.00 2.25  0.2339
H: -2.13 -2.62 2.23  0.3140
H: -0.61 -0.63 4.86  0.6185
H: -1.13 0.99 4.45  0.3451
H: 0.10 0.18 3.46  0.2722
H: -2.93 -1.32 4.94  0.5666
H: -3.98 -1.33 3.53  0.3261
H: -3.60 0.19 4.36  0.3311
H: -2.18 2.87 -0.24  0.0782
H: -2.65 4.17 0.86  0.6079
H: -3.81 2.92 0.45  0.4035
H: -0.11 2.46 1.38  0.0174
H: -0.42 2.46 3.11  0.3357
H: -0.79 3.89 2.17  0.5422
H: -4.16 2.47 2.97  0.3341
H: -3.06 3.82 3.22  0.5439
H: -2.76 2.29 4.03  0.3447
H: -4.10 -2.16 1.56  0.3728
H: -3.05 -2.16 0.14  0.2365
H: -4.80 -1.99 -0.04  0.5913
H: -5.25 0.07 2.33  0.3302
H: -6.01 -0.03 0.75  0.5513
H: -5.21 1.46 1.23  0.3490
H: -3.01 -0.13 -1.40  0.0616
H: -3.82 1.38 -0.96  0.3276
H: -4.76 -0.06 -1.33  0.5517

Total charge   +2
M   770.70 g/mol
⟨S²⟩   6.041
Calculated total energy   -134169.8301 eV
Relative energy (zero: lowest compared OMol25 entry of this formula, charge and spin)   10.3 kcal/mol
Multiplicity   5
Max |F|   0.49 eV/A

=====

ORCA calculation (wB97M-V/def2-TZVPD) on a cluster of 9 separate species, C27H41Cl9N2O12 in total.

Each line ends with the Mulliken charge.
Geometry (Å):
C: -2.65 -2.28 4.67  -0.7651
C: -4.12 -1.87 4.41  0.3075
C: -4.57 -0.58 5.10  -0.4630
O: -5.34 0.08 4.14  -0.3269
C: -5.05 -0.46 2.92  0.6192
O: -5.45 -0.08 1.83  -0.5677
O: -4.29 -1.60 3.04  -0.2639
H: -2.49 -2.50 5.73  0.4029
H: -2.03 -1.38 4.46  0.0363
H: -2.35 -3.18 4.16  0.0931
H: -4.81 -2.65 4.68  0.3604
H: -3.79 0.10 5.49  0.3056
H: -5.19 -0.95 5.94  0.3190
C: -1.77 4.77 -2.05  -1.7381
C: -1.12 3.35 -2.29  0.8931
C: -0.53 3.10 -3.71  -0.4907
O: 0.88 3.19 -3.47  -0.3443
C: 1.09 3.20 -2.11  0.6402
O: 2.16 3.10 -1.53  -0.5903
O: -0.03 3.21 -1.42  -0.0921
H: -2.75 4.95 -2.50  0.3172
H: -1.09 5.48 -2.37  0.4972
H: -1.92 4.78 -0.96  0.3036
H: -1.83 2.60 -1.97  -0.0239
H: -0.80 3.92 -4.39  0.4051
H: -0.83 2.20 -4.10  0.2950
C: 1.93 0.12 -6.17  -1.4071
C: 1.65 -0.64 -4.93  0.6545
C: 2.46 -0.36 -3.70  -0.5268
O: 1.45 -0.14 -2.65  -0.0963
C: 0.26 -0.08 -3.22  0.6987
O: -0.77 0.18 -2.59  -0.6953
O: 0.29 -0.26 -4.53  -0.3713
H: 1.26 -0.16 -7.04  0.3324
H: 2.98 -0.04 -6.42  0.3770
H: 1.80 1.19 -5.97  0.2910
H: 1.62 -1.73 -5.02  0.1128
H: 2.86 0.63 -3.87  0.3316
H: 3.16 -1.06 -3.30  0.1817
C: 5.28 2.80 1.16  -1.0510
C: 4.49 3.86 1.84  0.2841
C: 3.10 3.47 2.05  0.0452
O: 3.25 2.55 3.17  -0.2044
C: 4.34 3.04 3.88  0.5425
O: 4.65 2.62 4.96  -0.5452
O: 5.00 3.99 3.15  -0.3952
H: 4.81 2.68 0.12  0.2052
H: 5.20 1.83 1.70  0.2137
H: 6.33 3.09 1.00  0.3685
H: 4.56 4.81 1.30  0.4309
H: 2.65 2.93 1.20  -0.1565
H: 2.45 4.26 2.40  0.3066
Cl: 1.59 -6.39 3.02  -0.1587
C: 0.85 -4.78 2.66  0.7919
Cl: 1.52 -3.48 3.70  -0.1389
Cl: -0.88 -4.98 2.63  -0.1340
H: 1.14 -4.42 1.64  -0.3851
Cl: -2.66 3.48 2.21  -0.1258
C: -3.76 2.70 1.07  -0.1202
Cl: -3.11 1.42 0.11  0.0566
Cl: -4.44 3.96 -0.03  -0.1552
H: -4.61 2.27 1.59  0.3163
Cl: 4.75 -3.54 -1.77  -0.1541
C: 3.14 -4.24 -1.76  1.2038
Cl: 3.12 -5.95 -1.52  -0.1456
Cl: 2.16 -3.86 -3.15  -0.1348
H: 2.63 -3.81 -0.95  -0.7370
C: -0.38 -0.19 2.50  -0.6303
C: 1.03 0.39 2.35  -0.4587
C: 1.72 0.03 1.00  1.1514
C: 1.63 -1.39 0.71  -0.4708
N: 1.54 -2.52 0.49  -0.3229
H: -1.02 0.22 1.69  -0.0642
H: -0.80 0.19 3.45  0.2446
H: -0.34 -1.26 2.41  0.2973
H: 1.72 0.22 3.22  0.2798
H: 0.85 1.44 2.29  0.3189
H: 2.82 0.39 1.03  0.0947
H: 1.24 0.45 0.16  -0.5461
C: -3.53 -3.60 -1.41  -1.3013
C: -2.51 -2.49 -1.35  -0.1962
C: -1.20 -2.96 -2.03  0.5007
C: -1.30 -2.94 -3.53  0.0822
N: -1.49 -2.75 -4.64  -0.6021
H: -4.00 -3.70 -2.39  0.3264
H: -4.36 -3.47 -0.71  0.3738
H: -2.95 -4.53 -1.28  0.3252
H: -2.25 -2.16 -0.36  0.2516
H: -2.87 -1.59 -1.74  0.2809
H: -1.01 -4.01 -1.74  0.5579
H: -0.36 -2.26 -1.78  -0.5290

M   904.70 g/mol
Calculated total energy   -168915.7352 eV
SMILES   C[C@H]1COC(=O)O1.C[C@H]1COC(=O)O1.C[C@H]1COC(=O)O1.C[C@H]1COC(=O)O1.ClC(Cl)Cl.ClC(Cl)Cl.ClC(Cl)Cl.CCCC#N.CCCC#N
Max |F|   3.82 eV/A

=====

ORCA calculation (wB97M-V/def2-TZVPD) on a structure of composition C27H41CuNP2.

Each line ends with the Mulliken charge.
Geometry (Å):
P: -3.30 3.96 -0.05  1.7262
P: -3.04 1.48 -2.10  1.6519
C: -4.83 3.30 -0.88  -1.2539
C: -4.64 1.84 -1.22  -1.2312
H: -5.05 3.92 -1.76  0.4287
H: -5.64 3.45 -0.15  0.5765
H: -4.67 1.22 -0.31  0.4758
H: -5.45 1.50 -1.88  0.7723
C: -3.59 1.28 -3.85  -1.5698
H: -3.13 0.36 -4.24  0.4882
H: -3.26 2.13 -4.45  0.3914
H: -4.69 1.19 -3.91  0.4313
C: -2.80 -0.22 -1.63  -0.3130
H: -3.16 -0.92 -2.40  0.7540
H: -3.40 -0.31 -0.68  0.2214
H: -1.69 -0.34 -1.48  -0.4963
C: -3.85 5.72 0.20  -1.5098
H: -3.08 6.26 0.77  0.3964
H: -4.79 5.74 0.77  0.4728
H: -4.02 6.23 -0.75  0.3431
C: -3.90 3.46 1.68  -1.6973
H: -3.99 2.37 1.76  0.3462
H: -4.88 3.92 1.89  0.5066
H: -3.21 3.82 2.47  0.4634
Cu: -1.99 -1.24 -0.08  -1.0642
C: -1.99 3.27 -2.43  -0.3768
C: -2.46 4.55 -1.79  -1.1413
C: -1.36 5.63 -1.83  -1.2390
C: -0.37 5.80 -0.61  -0.6827
C: -0.86 5.15 0.58  -1.4144
C: -1.44 3.86 0.52  -0.2234
C: -0.65 2.78 -0.34  -0.3812
C: -0.60 2.93 -1.87  -1.3240
C: -1.72 -0.87 1.78  -0.9707
H: -1.97 3.34 -3.52  0.8965
H: -3.31 4.94 -2.35  0.7382
H: -1.85 6.62 -1.96  0.4067
H: -0.72 5.46 -2.71  0.3798
H: 0.63 5.43 -0.89  0.3383
H: -0.19 6.86 -0.40  0.3906
H: -0.85 5.69 1.53  0.4998
H: -1.50 3.44 1.53  1.1490
H: -1.09 1.79 -0.13  -0.2203
H: 0.37 2.73 0.07  0.5191
H: 0.14 3.68 -2.18  0.5046
H: -0.25 1.97 -2.28  0.5613
H: -0.65 -1.05 2.02  0.2501
H: -2.35 -1.64 2.24  0.2312
H: -1.99 0.16 2.01  0.2961
C: -1.04 -3.84 -4.90  -0.5691
C: -2.21 -3.63 -4.15  -0.4548
C: -2.12 -3.31 -2.81  -0.5234
C: -0.85 -3.20 -2.17  0.4729
C: 0.29 -3.66 -2.89  -0.4556
C: 0.20 -3.89 -4.26  -0.4606
N: -0.74 -2.62 -0.94  -0.1694
C: 0.51 -2.62 -0.28  -0.6679
C: 0.74 -3.56 0.75  0.0288
C: 2.04 -3.81 1.19  -0.5997
C: 3.09 -3.03 0.71  -0.3646
C: 2.85 -2.00 -0.22  -0.6060
C: 1.56 -1.77 -0.68  0.2558
H: -1.10 -4.01 -5.97  0.3453
H: -3.19 -3.72 -4.62  0.3788
H: -3.02 -3.12 -2.22  0.4116
H: 1.23 -3.78 -2.35  0.3251
H: 1.11 -4.14 -4.81  0.3584
H: -0.11 -4.14 1.12  0.3674
H: 2.21 -4.63 1.88  0.3596
H: 4.12 -3.22 1.04  0.3415
H: 3.68 -1.40 -0.60  0.3570
H: 1.35 -0.98 -1.41  0.3711

M   505.13 g/mol
⟨S²⟩   0.770
Calculated total energy   -93363.0940 eV
Relative energy (zero: lowest compared OMol25 entry of this formula, charge and spin)   92.1 kcal/mol
Multiplicity   2
Max |F|   4.07 eV/A

=====

ORCA calculation (wB97M-V/def2-TZVPD) on a structure of composition C27H41F6N5O6OsPS3Si.

Each line ends with the Mulliken charge.
Geometry (Å):
Os: 0.87 0.26 0.46  3.2263
C: -1.63 -3.07 -1.16  -1.3835
C: -1.88 -2.40 0.17  1.4623
C: -1.11 -3.07 1.29  -1.7233
C: -3.36 -2.34 0.49  -1.5488
O: -1.36 -1.00 0.11  -0.3305
Si: -2.13 0.25 -0.65  -1.0755
S: -0.54 1.81 -0.20  -0.9053
O: -3.45 0.73 0.06  1.1780
C: -4.15 1.78 0.81  1.8148
C: -3.47 1.92 2.15  -1.5531
C: -4.09 3.06 0.01  -1.4462
C: -5.58 1.27 0.95  -1.7365
O: -2.14 0.00 -2.21  0.4201
C: -2.86 0.49 -3.39  1.6420
C: -2.54 1.96 -3.54  -1.4114
C: -4.34 0.23 -3.19  -1.3703
C: -2.30 -0.33 -4.55  -1.7788
H: -1.98 -4.10 -1.11  0.4722
H: -0.57 -3.09 -1.41  0.2232
H: -2.16 -2.57 -1.97  0.1472
H: -1.42 -4.11 1.38  0.5370
H: -1.30 -2.57 2.24  0.3346
H: -0.04 -3.06 1.08  0.2478
H: -3.75 -3.35 0.62  0.5750
H: -3.93 -1.87 -0.31  0.2368
H: -3.54 -1.78 1.41  0.2759
H: -2.47 2.33 2.04  0.1585
H: -3.41 0.96 2.67  0.3028
H: -4.03 2.61 2.79  0.6691
H: -3.06 3.39 -0.15  0.2409
H: -4.61 3.86 0.54  0.5155
H: -4.57 2.94 -0.96  0.3456
H: -5.60 0.34 1.52  0.3501
H: -6.03 1.10 -0.03  0.3766
H: -6.18 2.01 1.48  0.4507
H: -2.92 2.53 -2.69  0.1830
H: -3.01 2.36 -4.44  0.5412
H: -1.47 2.12 -3.62  0.2687
H: -4.73 0.80 -2.35  0.1312
H: -4.53 -0.82 -3.02  0.3026
H: -4.89 0.53 -4.09  0.5480
H: -1.22 -0.23 -4.59  0.3331
H: -2.72 0.03 -5.49  0.4649
H: -2.56 -1.38 -4.44  0.3709
F: 2.74 1.68 0.08  -0.4349
P: 3.83 1.56 1.40  1.3797
F: 2.81 2.51 2.20  -0.4025
F: 4.65 0.50 0.51  -0.3659
F: 4.64 2.78 0.82  -0.3476
F: 4.74 1.33 2.66  -0.3438
F: 2.84 0.26 1.87  -0.2894
N: 0.13 4.17 4.98  -0.2976
C: -0.76 3.17 4.82  -0.0653
O: -1.95 3.25 5.01  -0.5603
C: -0.19 1.86 4.34  -0.2775
C: -0.01 0.77 5.19  -0.2306
C: 0.42 -0.43 4.66  -1.3502
C: 0.64 -0.53 3.30  0.1802
N: 0.43 0.51 2.47  -0.1865
C: 0.05 1.69 2.99  0.1128
H: -0.21 5.06 5.32  0.2812
H: 1.11 4.03 4.86  0.2148
H: -0.21 0.87 6.24  0.5304
H: 0.59 -1.29 5.29  0.5310
H: 1.01 -1.44 2.85  0.4811
H: -0.07 2.51 2.29  0.9773
N: 7.01 -0.21 -4.51  -0.4242
C: 5.89 -0.48 -3.83  1.0647
C: 5.24 0.54 -3.09  -1.0048
C: 4.10 0.27 -2.40  -0.6361
C: 3.57 -1.03 -2.41  -0.4797
C: 4.18 -2.05 -3.17  -0.3330
C: 5.33 -1.78 -3.85  -0.8386
S: 2.10 -1.40 -1.65  1.9140
O: 1.49 -2.55 -2.22  -0.8103
O: 1.28 -0.14 -1.53  -1.0083
N: 2.16 -1.62 0.01  -0.3484
C: 3.07 -2.28 0.68  -0.1952
S: 4.62 -2.85 0.02  0.1576
C: 5.00 -3.45 1.54  -0.2148
C: 3.96 -3.19 2.46  -0.6022
N: 2.92 -2.55 1.99  -0.0877
H: 7.41 0.71 -4.52  0.2159
H: 7.47 -0.92 -5.06  0.2109
H: 5.65 1.54 -3.09  0.3644
H: 3.61 1.06 -1.85  0.5752
H: 3.74 -3.03 -3.23  0.5364
H: 5.81 -2.55 -4.43  0.3639
H: 5.93 -3.95 1.75  0.4977
H: 4.00 -3.48 3.50  0.4629

Total charge   +2
M   991.13 g/mol
⟨S²⟩   8.781
Calculated total energy   -116839.2957 eV
Multiplicity   6
Max |F|   0.56 eV/A

=====

ORCA calculation (wB97M-V/def2-TZVPD) on a cluster of 4 separate species, C27H41I3N6O2P in total.

Each line ends with the Mulliken charge.
Geometry (Å):
C: -2.07 -3.73 -2.41  -1.0833
C: -0.75 -3.72 -3.18  -0.6279
I: 0.45 -5.43 -2.67  0.0274
C: 0.11 -2.44 -3.05  -1.4763
C: 0.62 -2.12 -1.64  2.0104
C: 1.89 -1.28 -1.77  -1.6643
N: 2.40 -0.63 -0.48  0.2359
P: 4.02 -1.56 -0.18  0.1306
N: 3.45 -3.08 0.30  -0.4764
O: 4.37 -0.79 1.23  -0.4343
C: 1.23 -0.16 0.45  1.8147
C: 0.73 1.12 -0.30  -1.2788
C: 1.67 2.35 -0.31  -0.6848
N: 1.05 3.64 -0.08  -0.5615
C: 1.76 0.10 1.91  -1.3846
I: 2.07 -1.73 3.04  0.0716
C: 0.92 1.08 2.79  0.5938
C: 0.02 0.52 3.90  -1.7041
I: 2.26 2.53 3.68  0.1422
C: 0.11 -1.22 0.43  -1.3545
O: -0.37 -1.44 -0.88  -0.4888
H: -1.94 -3.87 -1.33  0.3354
H: -2.71 -4.55 -2.79  0.5025
H: -2.60 -2.79 -2.60  0.2241
H: -0.95 -3.87 -4.25  0.6820
H: -0.50 -1.58 -3.39  0.4008
H: 0.97 -2.54 -3.72  0.3818
H: 0.87 -3.07 -1.13  -0.2458
H: 1.76 -0.48 -2.52  0.3469
H: 2.70 -1.93 -2.14  0.5694
H: 2.80 0.26 -0.80  0.5699
H: 2.52 -3.37 0.04  0.3395
H: 3.57 -3.26 1.29  0.2373
H: 5.26 -0.96 1.57  0.3326
H: -0.28 1.39 0.05  0.5441
H: 0.56 0.81 -1.34  0.5403
H: 2.50 2.22 0.41  -0.1064
H: 2.16 2.42 -1.30  0.5366
H: 0.28 3.61 0.58  0.2106
H: 0.71 4.07 -0.93  0.3114
H: 2.79 0.46 1.86  0.3629
H: 0.28 1.68 2.16  -0.2090
H: 0.58 0.11 4.75  0.4997
H: -0.67 -0.23 3.50  0.4236
H: -0.61 1.34 4.28  0.5013
H: 0.46 -2.16 0.86  0.6780
H: -0.72 -0.85 1.05  0.2635
N: 5.98 4.62 1.05  -0.5197
C: 5.45 3.40 1.19  -0.1769
C: 5.94 2.28 0.54  0.3262
C: 7.03 2.42 -0.30  -0.5128
C: 7.59 3.68 -0.46  -0.3579
C: 7.03 4.74 0.24  -0.2661
H: 4.60 3.32 1.85  0.1528
H: 5.48 1.31 0.71  0.2221
H: 7.45 1.57 -0.82  0.3942
H: 8.44 3.84 -1.10  0.3808
H: 7.44 5.74 0.14  0.3664
N: -3.16 0.31 3.12  -0.1381
C: -4.28 -0.24 3.57  -0.2482
C: -5.52 0.38 3.49  -0.5852
C: -5.60 1.63 2.90  -0.1744
C: -4.44 2.21 2.40  -0.8595
C: -3.25 1.51 2.54  0.1649
H: -4.19 -1.21 4.05  0.4097
H: -6.40 -0.10 3.90  0.3954
H: -6.55 2.15 2.82  0.4099
H: -4.45 3.18 1.93  0.4039
H: -2.32 1.94 2.18  0.2196
N: -4.63 -1.34 -2.83  -0.2884
C: -5.39 -2.15 -2.11  0.0429
C: -6.77 -2.07 -2.06  -0.7080
C: -7.40 -1.08 -2.80  -0.1595
C: -6.62 -0.22 -3.55  -0.5150
C: -5.24 -0.39 -3.54  -0.2699
H: -4.86 -2.92 -1.54  0.3426
H: -7.34 -2.77 -1.46  0.3724
H: -8.48 -0.99 -2.80  0.3874
H: -7.06 0.56 -4.15  0.3671
H: -4.61 0.26 -4.14  0.3812

Total charge   +1
M   893.35 g/mol
Calculated total energy   -75284.0946 eV
Max |F|   0.88 eV/A